Entry P
The following is a DFT calculation (wB97M-V/def2-TZVPD) of a 2-piece molecular cluster, C18H25N5O3 overall.

Values from the calculation:
Structure (SMILES) ... CNC(=O)[C@H](CCC(N)=O)NC(C)=O.Cc1n[nH]cc1-c1ccccc1
Kohn-Sham gap ... 9.06 eV
Lowest unoccupied orbital energy ... 0.43 eV

Each line ends with the Löwdin charge.
Cartesian coordinates (Å):
O 3.537 -3.510 1.801  0.059
O -0.872 -0.524 1.185  0.054
O 1.167 -4.700 -3.074  0.037
N -0.700 0.957 -0.399  0.198
N -0.691 6.168 -1.736  0.076
N 2.126 -3.382 -1.596  0.093
N -0.906 5.138 -2.602  -0.030
N 3.369 -5.125 0.253  0.020
C 0.204 -4.819 -0.918  0.017
C -3.883 1.855 1.044  -0.075
C -3.367 1.890 2.342  -0.083
C -0.334 -0.176 0.151  -0.566
C 1.388 -2.040 0.392  -0.135
C 1.206 -4.290 -1.927  -0.569
C -3.350 2.690 0.056  -0.058
C -2.297 3.570 0.354  -0.222
C 0.741 -1.003 -0.543  -0.099
C -2.318 2.760 2.651  -0.066
C 3.967 -6.190 1.056  -0.050
C 2.519 -2.852 -0.273  -0.194
C -1.534 4.059 -2.001  -0.052
C -1.787 3.593 1.661  -0.038
C -1.168 5.762 -0.583  -0.296
C -1.704 4.408 -0.694  -0.152
C 3.173 -3.871 0.687  -0.464
C -1.194 6.650 0.625  -0.039
H 0.622 -2.716 0.771  0.109
H -0.663 5.178 -3.593  0.151
H -1.208 7.700 0.320  0.078
H 0.688 -5.094 0.014  0.074
H -1.381 1.489 0.127  0.073
H -0.284 -5.698 -1.338  0.089
H -0.302 6.477 1.234  0.077
H -3.765 2.656 -0.947  0.113
H 0.279 -1.498 -1.396  0.117
H -4.698 1.177 0.806  0.106
H -0.242 1.318 -1.211  0.104
H 3.420 -6.297 1.995  0.088
H 5.004 -5.939 1.286  0.087
H -3.773 1.236 3.108  0.105
H 1.805 -1.511 1.250  0.128
H -0.955 4.240 1.916  0.108
H -1.820 3.123 -2.471  0.121
H 3.073 -5.347 -0.685  0.122
H -2.082 6.448 1.230  0.080
H -0.550 -4.056 -0.732  0.086
H 2.683 -3.077 -2.379  0.153
H -1.907 2.775 3.656  0.106
H 1.516 -0.332 -0.914  0.119
H 3.313 -2.133 -0.470  0.155
H 3.936 -7.136 0.513  0.085

***

Entry Q
The following is a DFT calculation (wB97M-V/def2-TZVPD) of an isolated molecule of C18H25N5O3.

Values from the calculation:
Structure (SMILES) ... CCOC(=O)C1CCN(C(=O)CCc2c(C)nc3ncnn3c2C)CC1
Kohn-Sham gap ... 9.32 eV
Lowest unoccupied orbital energy ... 0.35 eV

Each line ends with the Löwdin charge.
Cartesian coordinates (Å):
O -1.694 -0.851 -0.792  0.048
O 1.874 2.381 -3.936  -0.010
O 3.763 1.328 -4.533  0.123
N -1.164 -2.422 5.704  0.091
N -3.252 -3.081 3.014  0.189
N -1.723 -2.111 4.534  -0.020
N 0.535 -0.614 -0.819  -0.054
N -2.512 -4.103 5.055  0.128
C -0.723 0.342 1.055  -0.080
C 2.240 1.019 -1.433  -0.112
C -0.684 -0.424 -0.263  -0.421
C -1.667 -3.615 5.965  -0.211
C -2.562 -3.154 4.135  -0.351
C 3.070 4.474 -4.300  -0.060
C 1.043 -0.294 -3.191  -0.108
C 2.131 3.425 -4.878  -0.208
C -2.109 0.278 1.715  -0.128
C -3.960 -1.994 1.031  -0.022
C 1.787 -0.024 -0.408  -0.141
C 0.629 -1.282 -2.103  -0.128
C -3.125 -2.010 2.265  -0.248
C -2.264 -0.925 2.607  -0.100
C 2.772 1.397 -3.856  -0.480
C 2.374 0.368 -2.813  -0.221
C -1.564 -0.995 3.793  -0.171
C -0.649 0.035 4.367  -0.004
H 4.041 4.030 -4.095  0.076
H 2.662 4.878 -3.377  0.077
H -0.754 0.026 5.451  0.081
H -4.700 -1.197 1.084  0.092
H -4.472 -2.948 0.947  0.083
H -0.350 -1.710 -2.327  0.123
H 0.388 -0.215 4.144  0.095
H 1.699 0.437 0.573  0.112
H 2.537 -0.821 -0.347  0.134
H -1.406 -4.151 6.856  0.102
H -3.340 -1.828 0.152  0.060
H -2.859 0.257 0.927  0.105
H -2.265 1.183 2.307  0.116
H 0.029 -0.065 1.730  0.105
H 0.276 0.475 -3.293  0.129
H 3.166 -0.388 -2.788  0.156
H 3.197 5.281 -5.015  0.078
H 1.502 1.822 -1.488  0.125
H 1.366 -2.089 -2.025  0.133
H 1.139 -0.817 -4.143  0.129
H 3.195 1.445 -1.122  0.128
H 1.152 3.851 -5.103  0.124
H -0.470 1.383 0.839  0.130
H 2.566 2.985 -5.782  0.123
H -0.864 1.027 3.981  0.079

***

Most stable one: entry Q, least stable one: entry P.

***

Entry P
The following is a DFT calculation (wB97M-V/def2-TZVPD) of a 13-piece molecular cluster, C26H78O26 overall.

Values from the calculation:
Kohn-Sham gap ... 10.02 eV
Lowest unoccupied orbital energy ... 0.28 eV

Each line ends with the Löwdin charge.
Cartesian coordinates (Å):
O 10.898 14.723 -16.023  -0.069
O 7.488 4.818 -16.235  -0.091
O 9.860 3.583 -17.143  -0.054
O 12.186 10.217 -22.491  -0.078
O 6.538 11.700 -18.356  -0.048
O 11.640 8.390 -15.493  -0.053
O 2.939 6.172 -20.023  -0.079
O 13.877 4.222 -15.149  -0.054
O 8.514 6.941 -23.489  -0.036
O 14.278 9.723 -17.508  -0.046
O 8.078 7.433 -18.303  -0.081
O 5.763 5.608 -14.101  -0.068
O 10.367 8.540 -19.961  -0.070
O 6.786 2.537 -21.200  -0.092
O 7.921 5.159 -21.135  -0.074
O 5.624 10.601 -21.126  -0.085
O 5.690 7.077 -19.987  -0.076
O 16.806 10.716 -16.456  -0.078
O 2.480 3.864 -18.591  -0.067
O 12.503 4.190 -17.888  -0.063
O 10.754 13.368 -18.755  -0.073
O 9.740 6.848 -13.844  -0.083
O 5.317 4.853 -18.214  -0.076
O 8.119 9.038 -21.236  -0.094
O 12.751 12.799 -23.638  -0.072
O 7.564 7.537 -15.469  -0.085
C 14.082 5.096 -16.228  -0.274
C 8.703 2.932 -17.028  -0.268
C 8.056 9.245 -22.585  -0.219
C 4.695 3.625 -17.772  -0.206
C 4.949 10.507 -19.804  -0.182
C 5.965 10.438 -18.714  -0.241
C 11.844 11.505 -21.860  -0.210
C 3.312 4.008 -17.388  -0.216
C 11.424 13.487 -16.473  -0.238
C 11.517 12.597 -22.900  -0.213
C 10.568 7.930 -13.429  -0.207
C 7.275 3.215 -22.421  -0.203
C 8.166 3.629 -15.791  -0.180
C 15.698 11.452 -17.055  -0.212
C 4.918 7.092 -21.177  -0.229
C 6.252 7.762 -15.185  -0.232
C 10.572 12.706 -17.527  -0.223
C 8.402 4.076 -21.989  -0.225
C 10.218 8.604 -18.584  -0.252
C 9.546 7.313 -18.072  -0.144
C 5.753 7.012 -13.852  -0.183
C 3.718 6.160 -21.256  -0.189
C 9.001 8.213 -23.237  -0.222
C 11.868 7.844 -14.272  -0.281
C 14.897 10.756 -18.135  -0.295
C 12.917 5.352 -17.112  -0.237
H 4.266 11.354 -19.739  0.121
H 4.270 9.655 -19.833  0.112
H 10.102 6.501 -18.539  0.124
H 1.655 4.223 -18.257  0.087
H 11.681 3.899 -17.488  0.025
H 11.201 8.835 -18.173  0.102
H 12.272 6.832 -14.298  0.112
H 8.915 3.942 -15.064  0.141
H 5.630 7.494 -16.040  0.130
H 5.630 6.232 -19.535  0.039
H 8.759 4.484 -22.935  0.111
H 6.729 9.719 -19.009  0.102
H 6.229 11.297 -20.860  0.074
H 9.897 8.287 -22.619  0.109
H 4.677 2.823 -18.509  0.128
H 10.786 7.838 -12.365  0.112
H 8.903 1.868 -16.897  0.128
H 14.003 9.160 -18.236  0.093
H 13.134 6.259 -17.677  0.111
H 6.986 9.181 -22.783  0.119
H 6.299 8.798 -14.850  0.117
H 9.972 13.920 -18.828  0.085
H 11.120 13.486 -22.409  0.111
H 2.973 3.387 -16.559  0.114
H 10.630 12.439 -23.515  0.104
H 15.535 10.479 -18.974  0.130
H 10.049 8.886 -13.491  0.119
H 8.477 6.831 -24.442  0.105
H 12.408 13.606 -16.926  0.110
H 6.934 5.250 -15.580  0.043
H 9.413 8.670 -24.137  0.123
H 11.918 9.489 -21.925  0.049
H 7.375 9.493 -20.836  0.052
H 7.692 7.496 -16.420  0.047
H 12.555 11.933 -21.153  0.104
H 16.109 12.361 -17.494  0.120
H 5.952 12.026 -17.669  0.086
H 9.568 9.432 -18.300  0.118
H 9.134 3.488 -21.435  0.130
H 3.055 6.498 -22.053  0.117
H 6.555 7.284 -13.165  0.114
H 11.598 12.866 -15.593  0.106
H 9.451 8.561 -20.245  0.022
H 8.379 10.280 -22.701  0.123
H 11.132 11.779 -17.647  0.105
H 11.035 11.349 -21.146  0.098
H 6.251 4.730 -18.030  0.057
H 7.981 5.988 -21.615  0.044
H 15.115 11.652 -16.156  0.116
H 7.784 7.028 -19.123  0.051
H 9.517 12.544 -17.302  0.119
H 3.212 4.995 -16.936  0.127
H 14.364 6.032 -15.746  0.117
H 4.044 5.141 -21.465  0.119
H 16.491 9.920 -16.021  0.071
H 6.518 3.905 -22.794  0.113
H 9.729 7.205 -17.003  0.090
H 13.707 3.335 -15.474  0.086
H 9.508 4.444 -16.904  0.077
H 7.400 2.920 -15.475  0.116
H 7.457 2.377 -23.094  0.124
H 11.488 15.463 -15.863  0.085
H 12.041 5.650 -16.535  0.105
H 4.828 7.464 -13.494  0.114
H 12.974 12.078 -24.231  0.078
H 9.258 7.074 -14.643  0.031
H 14.222 11.475 -18.600  0.113
H 5.763 5.223 -13.221  0.098
H 12.581 8.457 -13.722  0.116
H 12.476 8.715 -15.834  0.074
H 7.156 3.115 -20.528  0.034
H 8.158 2.842 -17.968  0.123
H 5.454 9.960 -17.878  0.125
H 5.637 6.778 -21.934  0.103
H 14.887 4.698 -16.847  0.124
H 4.593 8.109 -21.394  0.102
H 5.170 3.087 -16.951  0.116
H 3.341 5.462 -19.516  0.023

***

Entry Q
The following is a DFT calculation (wB97M-V/def2-TZVPD) of a 13-piece molecular cluster, C26H78O26 overall.

Values from the calculation:
Kohn-Sham gap ... 8.85 eV
Lowest unoccupied orbital energy ... 0.03 eV

Each line ends with the Löwdin charge.
Cartesian coordinates (Å):
O -2.883 -1.353 0.251  -0.082
O -0.253 1.105 -1.333  -0.156
O 6.410 -0.216 -2.718  -0.103
O 4.531 -1.328 3.210  -0.025
O 6.332 -0.680 0.986  -0.076
O 1.840 3.295 1.122  -0.143
O 1.266 -2.656 2.245  -0.110
O -2.512 1.078 5.133  0.024
O 2.055 -6.053 -0.410  -0.123
O -2.507 2.836 -0.355  -0.155
O -1.718 -4.173 2.800  -0.084
O 2.237 -1.390 -0.231  -0.143
O 2.820 -5.352 4.080  -0.105
O -1.787 4.246 -2.811  -0.122
O -1.255 -4.689 -0.805  -0.071
O -1.372 4.349 2.060  -0.054
O -3.581 1.846 -5.239  -0.057
O -5.267 -4.053 -0.288  -0.123
O 2.051 2.950 -2.179  -0.130
O -2.346 7.657 -2.614  -0.046
O 1.279 2.753 -5.817  -0.146
O -5.728 2.702 1.399  -0.073
O -2.727 -0.249 -2.336  -0.097
O 2.434 1.641 3.241  -0.041
O 2.417 -3.122 -2.323  -0.129
O -1.195 -1.253 2.595  -0.050
C -1.593 6.479 -2.661  -0.257
C 2.710 -4.375 3.011  -0.185
C -1.479 0.179 4.442  -0.141
C 2.867 -4.989 -0.970  -0.192
C 2.302 3.020 -3.560  -0.230
C -2.525 5.340 -2.762  -0.345
C 6.972 -0.357 -1.339  -0.168
C -3.474 2.161 0.461  -0.175
C -2.040 -4.734 1.588  -0.269
C 0.953 2.714 -4.429  -0.252
C 0.599 3.929 0.880  -0.227
C -0.376 3.499 2.053  -0.321
C 1.500 -3.561 3.463  -0.138
C 1.812 -4.330 -1.962  -0.271
C 1.731 -0.009 -0.613  -0.137
C -4.610 3.202 0.575  -0.187
C 0.226 -0.129 -0.657  -0.187
C 2.947 0.502 2.695  -0.257
C -4.172 -3.020 -0.472  -0.181
C -3.494 0.475 -3.321  -0.182
C 5.771 -0.446 -0.315  -0.251
C -0.997 -4.136 0.520  -0.197
C 3.961 -0.089 3.628  -0.180
C -3.945 -2.101 0.715  -0.237
C -2.593 1.109 -4.421  -0.165
C -2.124 -0.656 3.472  -0.269
H 2.050 -0.127 2.563  0.122
H -2.213 8.168 -3.405  0.079
H -4.542 -2.507 -1.364  0.117
H 2.329 0.194 -1.541  0.139
H -1.636 -1.525 1.848  -0.018
H 5.160 0.589 -0.285  0.130
H 2.641 -2.567 -1.485  0.068
H -3.320 -3.696 -0.750  0.112
H -5.035 3.434 -0.270  0.054
H -1.332 1.023 -1.189  0.137
H -3.139 -1.023 -0.572  0.013
H 1.483 -2.981 4.394  0.134
H 4.287 -1.946 3.808  0.015
H 1.970 3.633 -5.838  0.173
H -5.681 3.106 2.248  0.055
H -3.140 -4.619 1.271  0.115
H 0.841 5.013 0.925  0.126
H -2.864 -0.142 2.907  0.104
H 0.178 3.490 3.018  0.119
H -2.379 -4.500 3.514  0.159
H -1.953 3.697 -1.826  0.168
H 3.343 1.006 1.826  0.116
H -5.712 -4.005 -1.179  0.091
H -3.136 2.281 -5.927  0.050
H -1.088 -0.582 5.041  0.107
H -2.192 0.401 -4.886  0.022
H -0.796 6.577 -3.329  0.111
H 0.757 -4.136 3.661  0.026
H 0.576 1.710 -4.411  0.102
H 6.105 0.682 -2.803  0.052
H 3.541 -0.218 4.691  0.164
H -2.401 -1.046 -2.822  0.133
H 4.844 -1.157 -0.685  0.145
H 0.401 -2.334 2.380  -0.007
H 2.204 -6.935 -0.751  0.078
H 0.405 3.559 -0.234  0.139
H -3.147 1.650 1.475  0.154
H 7.316 0.695 -1.084  0.128
H 2.050 0.793 0.137  0.109
H 5.595 -0.785 1.572  0.019
H -4.193 4.155 1.121  0.157
H -0.531 2.208 1.926  0.199
H -1.959 -5.884 1.475  0.137
H 1.280 2.281 -1.952  0.097
H -1.102 5.300 1.991  0.145
H 0.200 3.386 -4.258  0.055
H 1.015 -4.158 -1.255  0.068
H -4.146 -0.177 -3.861  0.119
H 2.973 2.308 -3.977  0.077
H 0.080 -4.190 0.836  0.099
H -3.119 5.342 -3.639  0.115
H 4.683 0.576 3.709  0.071
H 3.720 -5.469 -1.518  0.124
H 1.868 -1.635 0.656  0.063
H -3.685 -2.607 1.626  0.096
H 1.900 -5.694 4.158  0.091
H 2.921 4.094 -3.934  0.177
H -1.059 6.387 -1.725  0.114
H -0.293 -0.121 0.236  0.081
H -1.001 -2.882 0.563  0.152
H -4.846 -1.466 0.992  0.152
H 2.455 3.768 0.431  0.160
H 2.193 2.231 2.610  -0.028
H -2.713 0.577 5.747  -0.082
H -0.724 0.973 4.103  0.146
H 1.528 -5.134 -2.721  0.144
H -1.639 1.907 -4.088  0.175
H 3.684 -3.829 2.866  0.132
H -2.645 -1.453 3.984  0.127
H -3.951 1.379 -3.010  0.105
H -3.880 1.435 -0.357  0.139
H 2.334 -5.041 2.157  0.134
H -1.887 3.484 0.052  0.073
H 7.672 -1.119 -1.300  0.088
H 3.085 -3.965 -0.311  0.161
H -0.009 -1.001 -1.230  0.113
H -0.913 -5.525 -0.592  0.046
H -3.165 5.160 -1.853  0.139

***

Most stable one: entry P, least stable one: entry Q.